# 1
Entry from OMol25: a single C6H6 molecule (the ωB97M-V functional and the def2-TZVPD basis).

ORCA input file:
```
! RIJCOSX wB97M-V def2-TZVPD def2/J DEFGRID3
* xyz 0 1
C 0.74867 2.21796 1.83713
C -0.31281 1.48979 1.42114
C -0.24287 0.50992 0.25154
C -0.42594 -0.51910 -0.37376
C -0.46884 -1.73209 -1.10653
C 0.46350 -1.95801 -2.01537
H 1.71967 1.94386 1.26527
H 0.68779 3.02151 2.62077
H -1.43974 1.49637 1.75550
H -1.28633 -2.57036 -0.70950
H 1.21401 -1.11062 -2.28398
H 0.53436 -2.83157 -2.73298
*
```

Values from the calculation:
structure (SMILES): C=CC#CC=C
LUMO energy: 0.59 eV
calculated total energy: -6314.9704 eV
gap between HOMO and LUMO: 9.30 eV
energy above the lowest of the compared OMol25 structures with the same formula, charge and spin: 4.230 eV
HOMO level: -0.320 Ha

---

# 2
Entry from OMol25: a molecular structure, C12H30BiClI2N3P3 (the ωB97M-V functional and the def2-TZVPD basis).

ORCA input file:
```
! RIJCOSX wB97M-V def2-TZVPD def2/J DEFGRID3
* xyz 2 1
I -4.45886 1.52283 -0.87395
I -6.02978 -0.47254 0.23998
Bi -1.70164 -0.24070 0.13692
P -1.78790 -2.16792 -2.27579
C -3.46761 -2.25242 -3.03265
C -0.64423 -2.46887 -3.69611
H -1.19904 -2.91091 -4.52704
H -1.90836 -4.65014 -2.29705
H 0.25101 -3.07481 -3.50432
H -1.27312 -4.07731 -0.74472
H -3.81550 -1.26784 -3.34771
H -0.27059 -1.50581 -4.06266
C -2.00067 -3.86541 -1.53257
H -3.38492 -2.89395 -3.91531
H -2.98970 -3.95631 -1.07141
H -4.21832 -2.67911 -2.34880
P -1.77787 0.82328 3.03053
C -3.46139 1.42860 3.48366
C -1.99923 -0.69979 4.08512
H 0.24811 1.40344 4.48550
H -1.20446 2.38435 4.80669
H -0.23469 2.66704 3.38018
C -0.63118 1.87708 4.02805
H -1.27560 -1.48412 3.84892
H -1.90209 -0.46665 5.15529
H -3.38751 1.85911 4.48669
H -4.21547 0.62580 3.49499
H -2.98873 -1.13969 3.92210
H -3.80959 2.20431 2.80025
Cl 0.26513 -1.74545 0.97593
C 3.63657 2.62153 -0.05918
N 3.68486 1.32903 0.63312
C 4.37139 0.32823 -0.23298
N 3.65823 0.18713 -1.52373
C 3.60454 1.50384 -2.19623
N 3.00165 2.57382 -1.39091
C 1.55961 2.45741 -1.30828
P 1.10088 0.80634 -0.43097
C 2.36214 0.91192 1.05560
C 2.33040 -0.36945 -1.39843
H 4.67789 2.94300 -0.20828
H 3.06141 3.29715 0.57295
H 4.28834 -0.65519 0.28217
H 5.40501 0.68412 -0.44025
H 3.01269 1.37263 -3.10336
H 4.64429 1.79482 -2.40136
H 1.14646 3.30575 -0.73916
H 1.12328 2.46812 -2.32054
H 2.38810 -0.06112 1.55981
H 1.96479 1.62231 1.78531
H 1.89670 -0.56509 -2.38399
H 2.35459 -1.33239 -0.88201
*
```

Values from the calculation:
LUMO energy: -8.32 eV
calculated total energy: -79816.1718 eV
gap between HOMO and LUMO: 5.60 eV
HOMO level: -0.512 Ha

---

# 3
Entry from OMol25: a single C18H21N3O6 molecule (the ωB97M-V functional and the def2-TZVPD basis).

ORCA input file:
```
! RIJCOSX wB97M-V def2-TZVPD def2/J DEFGRID3
* xyz 0 1
C -0.98709 0.72407 3.01317
C -1.70463 -0.58382 2.69884
O -1.46034 -1.03991 1.37487
C -0.27195 -1.59923 0.98445
C -0.20230 -1.79395 -0.38759
C 0.96609 -2.19026 -1.02887
C 1.12593 -2.14008 -2.46948
C 0.76076 -1.14925 -3.30820
C 0.15518 0.11937 -2.96765
N -0.39921 0.32065 -1.80773
C -0.94034 1.50868 -1.49475
O -1.53395 1.56846 -0.31875
C -0.92661 2.57367 -2.38079
N -1.52037 3.83408 -2.03558
O -2.10149 4.43932 -2.90545
O -1.40439 4.20366 -0.88574
C -0.31026 2.41580 -3.68317
O -0.16669 3.24277 -4.54726
N 0.19767 1.11295 -3.88569
C 2.04458 -2.56986 -0.23108
C 1.96428 -2.46626 1.14225
C 0.83136 -1.96472 1.78438
O 0.71575 -1.83552 3.13198
C 1.81574 -2.07559 4.00171
C 2.80982 -0.91501 3.95653
C 1.21393 -2.23656 5.40081
C 0.37588 -3.50367 5.52031
H -1.23609 1.03467 4.02407
H -1.29124 1.50778 2.32336
H 0.08952 0.59386 2.94451
H -2.78745 -0.42893 2.71976
H -1.44402 -1.35319 3.42785
H -1.09651 -1.61650 -0.95700
H 1.70111 -2.95284 -2.89874
H 1.02424 -1.24625 -4.35370
H -1.48593 0.69643 0.12332
H 0.63207 0.96578 -4.79001
H 2.96334 -2.90975 -0.68458
H 2.81829 -2.76820 1.72657
H 2.31361 -3.01439 3.72256
H 2.33779 -0.01061 4.33357
H 3.67453 -1.14258 4.57347
H 3.14467 -0.73002 2.93824
H 2.02697 -2.25946 6.12743
H 0.59324 -1.36323 5.60775
H -0.41500 -3.50611 4.77434
H 0.99293 -4.38713 5.36998
H -0.07846 -3.56500 6.50570
*
```

Values from the calculation:
structure (SMILES): CCOc1cc(/C=C\c2nc(O)c([N+](=O)[O-])c(=O)[nH]2)ccc1O[C@@H](C)CC
LUMO energy: -0.72 eV
calculated total energy: -35758.8133 eV
gap between HOMO and LUMO: 7.75 eV
energy above the lowest of the compared OMol25 structures with the same formula, charge and spin: 6.244 eV
HOMO level: -0.311 Ha

---

# 4
Entry from OMol25: 9 unconnected molecules or ions with the total composition C45H67INO18 (the ωB97M-V functional and the def2-TZVPD basis).

ORCA input file:
```
! RIJCOSX wB97M-V def2-TZVPD def2/J DEFGRID3
* xyz 1 1
C -3.96794 -4.95695 7.25508
C -2.63602 -4.26795 7.07103
O -2.35980 -4.07014 5.66745
C -1.63535 -2.92000 5.44697
N -1.26990 -2.88606 4.00096
C -0.91819 -4.24886 3.46236
C -0.46542 -4.21426 1.98249
C 1.03335 -4.22423 1.78254
C 1.79630 -5.33295 2.14262
C 3.16488 -5.30674 1.91049
C 3.77576 -4.20528 1.32715
C 3.02301 -3.08282 0.98504
C 1.65222 -3.10452 1.21984
C -0.20593 -1.89396 3.68940
C -0.25905 -0.64303 4.54457
O -1.23657 -0.05412 4.81541
I 1.66606 0.04699 5.22872
H -3.83742 -6.03373 7.24641
H -4.68090 -4.64157 6.50347
H -4.35446 -4.68615 8.23377
H -1.80955 -4.82831 7.50205
H -2.66216 -3.28971 7.55556
H -2.26891 -2.05422 5.64342
H -0.74067 -2.83595 6.07084
H -2.10734 -2.61059 3.48050
H -0.10727 -4.64315 4.06504
H -1.79069 -4.87962 3.52282
H -0.91096 -3.37449 1.44925
H -0.87506 -5.10708 1.51578
H 1.31445 -6.18995 2.59078
H 3.76884 -6.16483 2.16083
H 4.83597 -4.20645 1.12368
H 3.45884 -2.20552 0.53225
H 1.05985 -2.24396 0.93865
H 0.75576 -2.37274 3.83215
H -0.26661 -1.57801 2.65160
O -1.51088 -2.12327 -0.54768
C -1.67968 -0.98303 -0.21686
O -1.57775 -0.61388 1.09025
C -1.93030 0.78362 1.23974
C -1.71804 1.38808 -0.13852
C -2.05192 0.21272 -1.05763
H -2.96994 0.84304 1.56938
H -1.29039 1.23333 1.99397
H -2.32351 2.27146 -0.31735
H -0.67072 1.66902 -0.26166
H -3.11683 0.16993 -1.28432
H -1.47598 0.22530 -1.97824
O 1.02894 4.14643 0.53222
C 0.54026 4.31345 1.60931
O -0.38338 3.45538 2.12464
C -0.87498 3.95215 3.38151
C 0.20942 4.89506 3.88597
C 0.77739 5.45230 2.58107
H -1.82325 4.46818 3.21455
H -1.04593 3.10909 4.04917
H -0.16808 5.65278 4.56853
H 0.98271 4.32950 4.40801
H 0.22946 6.33013 2.23607
H 1.83576 5.68257 2.65536
O -4.35298 1.85011 -2.21648
C -3.85531 2.57072 -3.04199
O -2.61859 3.08559 -2.88170
C -2.31816 3.99343 -3.97227
C -3.24781 3.57172 -5.10014
C -4.46328 3.06181 -4.33550
H -2.50856 5.00656 -3.63522
H -1.26583 3.89996 -4.23278
H -3.46696 4.37804 -5.79479
H -2.80493 2.75675 -5.66128
H -5.16714 3.86219 -4.10157
H -4.97252 2.25517 -4.85546
O -4.16243 6.46657 -3.19187
C -3.73435 6.84423 -2.13979
O -2.43054 7.15480 -1.95959
C -2.17907 7.46701 -0.57911
C -3.53406 7.86825 -0.00879
C -4.48947 7.00863 -0.83578
H -1.76946 6.57631 -0.09580
H -1.44237 8.26462 -0.52705
H -3.60965 7.71322 1.06566
H -3.72191 8.92339 -0.20976
H -4.64001 6.02076 -0.39725
H -5.44909 7.48695 -1.00744
O 1.93613 -9.05816 1.26602
C 1.49406 -8.53113 0.28796
O 1.85662 -7.27907 -0.08366
C 1.08746 -6.85710 -1.22524
C 0.61168 -8.14642 -1.88244
C 0.46110 -9.07658 -0.67902
H 0.25799 -6.23735 -0.87381
H 1.72101 -6.25896 -1.87570
H -0.29796 -8.01883 -2.46515
H 1.38613 -8.52905 -2.54770
H -0.52404 -8.99452 -0.21702
H 0.67183 -10.11482 -0.91661
O 6.61012 -3.67849 -4.98857
C 6.15918 -3.40599 -3.91915
O 5.18306 -4.14098 -3.32322
C 4.76613 -3.51727 -2.10064
C 5.93441 -2.63122 -1.68369
C 6.51750 -2.22381 -3.03556
H 3.85736 -2.94184 -2.29652
H 4.54298 -4.28839 -1.36766
H 5.63547 -1.79334 -1.05544
H 6.66719 -3.22152 -1.13110
H 6.03655 -1.33205 -3.43933
H 7.59360 -2.08267 -3.00602
O -4.00215 2.11714 -7.54148
C -3.49684 1.08946 -7.88734
O -3.34019 0.03994 -7.04532
C -2.60966 -1.01513 -7.69788
C -2.80115 -0.76973 -9.18871
C -2.91190 0.75324 -9.24488
H -1.56229 -0.94560 -7.39665
H -3.00655 -1.97255 -7.37021
H -1.99887 -1.18220 -9.79655
H -3.73850 -1.21811 -9.51983
H -1.93654 1.23442 -9.33063
H -3.56626 1.10043 -10.03873
O 3.72345 7.02393 3.99144
C 4.55584 6.63203 3.22539
O 4.47951 6.85917 1.89515
C 5.55116 6.18533 1.21032
C 6.62647 5.97321 2.26830
C 5.79075 5.80749 3.53694
H 5.16591 5.24436 0.81191
H 5.88526 6.80557 0.38294
H 7.28092 5.13192 2.05062
H 7.24501 6.86733 2.35147
H 5.48492 4.77221 3.69614
H 6.28914 6.18647 4.42420
*
```

Values from the calculation:
LUMO energy: -2.75 eV
calculated total energy: -94193.3628 eV
gap between HOMO and LUMO: 8.66 eV
HOMO level: -0.419 Ha

---

# 5
Entry from OMol25: a molecular structure, C20H25N5O4RbS6 (the ωB97M-V functional and the def2-TZVPD basis).

ORCA input file:
```
! RIJCOSX wB97M-V def2-TZVPD def2/J DEFGRID3
* xyz -1 1
Rb 13.12957 13.83753 11.16190
O 12.68127 10.60938 14.78314
C 12.42233 11.61511 13.92191
O 12.45622 11.48964 12.69570
C 11.99811 12.86894 14.61296
C 11.33444 12.84461 15.82698
C 11.03906 14.05009 16.39848
C 11.28158 15.24510 15.71385
C 11.88665 15.18648 14.46079
N 12.30386 14.00877 13.91356
C 12.08270 16.44880 13.62129
O 11.51033 17.64903 13.98201
O 12.84482 16.38212 12.63358
H 12.88399 9.81988 14.24801
H 11.00097 11.91060 16.29447
H 10.69500 14.08802 17.42668
H 11.16294 16.23488 16.24960
H 10.78348 17.53609 14.66073
C 13.98638 17.69077 9.64090
C 12.57984 17.20149 9.26444
N 12.36462 15.92147 8.61992
C 12.90827 15.63928 7.29243
C 14.42864 15.81580 7.15450
S 15.61653 14.87954 8.10318
C 16.60622 16.26657 8.81465
C 16.19509 16.70114 10.21053
N 14.77686 16.74299 10.46434
H 14.62619 18.03169 8.78412
H 13.86652 18.60348 10.24567
H 11.97558 17.26148 10.15857
H 12.23213 18.10699 8.66844
H 11.35238 15.62622 8.66075
H 12.56974 14.62497 7.00625
H 12.48437 16.28110 6.52308
H 14.60734 15.53789 6.09780
H 14.81077 16.87289 7.19584
H 17.59685 15.88074 8.91592
H 16.68327 17.17012 8.15565
H 16.62466 15.95776 10.94941
H 16.72691 17.63333 10.47269
H 14.54278 16.68292 11.45094
S 14.02415 6.43706 7.55215
C 13.97897 8.03360 7.84277
S 15.40192 9.04761 8.22651
C 14.48869 10.49125 8.60169
C 13.07428 10.51823 8.21326
S 12.08310 11.85514 8.19826
S 12.46004 8.93303 7.80062
S 15.29493 11.67603 9.44836
C 6.93508 14.57613 8.57094
N 8.12360 14.73255 9.44933
C 8.25565 15.68515 10.43692
C 9.44649 15.39487 11.11744
N 10.08335 14.32502 10.48434
C 9.34608 13.97462 9.46966
H 6.03802 14.51825 9.23456
H 7.02965 13.66220 7.93306
H 6.87109 15.49439 7.94874
H 7.51018 16.40566 10.64238
H 9.84896 15.78211 12.06208
H 9.56111 13.13814 8.77604
*
```

Values from the calculation:
LUMO energy (spin up / spin down): 1.99 / 1.74 eV
calculated total energy: -102454.2995 eV
gap between HOMO and LUMO (spin up / spin down): 5.76 / 4.11 eV
energy above the lowest of the compared OMol25 structures with the same formula, charge and spin: 1.168 eV
HOMO level (spin up / spin down): -0.138 / -0.087 Ha